The following is a quantum chemistry calculation of 9 unconnected molecules or ions with the total composition C5H28N2O9, from the Open Molecules 2025 dataset.

As for the spin multiplicity: 1. Its largest force on an atom is 0.061 hartree/bohr. The calculation puts the HOMO-LUMO gap at 9.43 eV. The highest occupied orbital energy comes out at -9.44 eV. The relative energy (zero: lowest compared OMol25 entry of this formula, charge and spin) is 39.7 kcal/mol. The value obtained for the LUMO energy is -0.0153 eV. Its SMILES is CN[C@H](C)CNC=O.O.O.O.O.O.O.O.O.

The geometry in XYZ format:
```
44
Properties=species:S:1:pos:R:3:forces:R:3:lowdin_charge:R:1
H -0.8319 0.0760 0.9199 -0.80 -1.04 -0.74 0.129
O -0.6110 2.6599 0.9282 -1.03 0.45 1.50 -0.091
H 0.5085 1.8202 2.0130 -0.29 0.52 -0.91 -0.033
H 0.9854 2.8454 0.2132 -0.64 0.12 0.14 0.006
H 3.0673 -0.3142 0.3367 0.36 -0.14 0.01 0.011
H -1.2202 2.4828 1.7294 0.75 0.14 -1.42 0.073
H 0.1387 -2.5394 -3.9036 -0.30 -0.07 -0.67 0.064
C -1.8371 -0.0580 -1.0378 0.73 0.02 0.22 -0.135
C -1.2391 1.9663 -2.3142 -1.71 -1.94 1.74 -0.314
H 4.0224 1.4067 1.6755 -1.04 -0.26 -0.45 0.109
O 3.1556 1.0485 1.3782 1.63 -0.37 0.97 -0.069
H -0.9125 1.2990 3.4059 -0.73 0.26 -0.41 0.062
H -0.3350 -2.1199 -0.9207 -0.23 -0.48 -0.83 0.062
H -3.3460 -0.6455 1.1052 0.85 -0.67 -0.37 0.101
H 1.1942 -3.1859 -3.0043 -0.27 0.30 0.00 0.089
H 1.7296 1.0274 2.4278 0.86 -0.24 -0.07 -0.007
H -2.8674 -2.2040 0.3742 -0.51 -0.73 -0.67 0.069
C 0.1190 -2.6322 0.9968 -0.06 -0.18 -0.49 -0.114
N -0.1664 -1.6523 -0.0609 -0.50 0.64 1.21 -0.085
O 0.8670 1.3016 2.7207 -0.55 -0.56 1.50 -0.053
O -1.8152 1.5002 3.0387 1.53 1.52 1.14 -0.036
C -2.5081 -1.3861 0.9486 -0.09 1.44 0.62 -0.073
O 0.4966 -2.5089 -3.0236 0.35 -0.65 0.48 -0.027
O -2.4016 2.3348 -2.2449 0.68 0.25 -0.37 0.007
H 1.0132 -3.1833 0.6921 0.10 0.14 0.30 0.079
H 1.2430 -0.9723 -2.7615 0.21 -0.23 0.17 -0.017
H 1.4734 1.9163 -0.9528 0.26 0.95 0.86 0.061
H -2.7842 0.5118 -0.8349 1.16 -0.39 -0.21 0.132
H 2.7207 1.6850 0.7918 -0.11 0.87 -0.61 0.005
N -0.8080 0.8293 -1.6228 -2.22 1.67 -0.18 0.018
H 2.2394 -0.3447 -1.7277 0.30 -0.49 0.19 -0.005
H 0.0810 0.4541 -1.8617 1.08 -0.56 -0.29 0.041
O 2.8699 -1.0517 -0.2741 1.64 0.44 -0.22 -0.049
H -0.4896 2.4837 -2.8569 1.03 0.58 -0.64 0.123
H -0.6623 -3.4000 1.1287 0.01 0.34 0.12 0.078
H -2.1602 0.6580 2.8578 -0.94 -1.78 -0.49 0.006
H -0.9749 2.1527 0.2031 -0.27 -0.27 -0.37 0.016
C -1.2938 -0.7367 0.2568 0.09 1.05 0.17 -0.367
H -2.2840 -1.7779 1.9291 0.27 -0.15 0.36 0.063
O 1.7658 2.5910 -0.2853 0.64 -1.03 -1.25 -0.043
H -2.0746 -0.8396 -1.7847 -0.12 0.13 0.33 0.130
H 1.9799 -1.2402 -0.0591 -2.05 -0.60 0.34 -0.025
O 1.6646 -0.1508 -2.4825 -0.13 1.17 -0.59 -0.082
H 0.2877 -2.1071 1.9427 0.08 -0.17 -0.14 0.092
```
Positions in Å, forces in eV/Å.

The following is a quantum chemistry calculation of C5H6O in the gas phase, from the Open Molecules 2025 dataset.

As for the spin multiplicity: 1. Its largest force on an atom is 0.112 hartree/bohr. The calculation puts the HOMO-LUMO gap at 9.12 eV. The highest occupied orbital energy comes out at -8.02 eV. The relative energy (zero: lowest compared OMol25 entry of this formula, charge and spin) is 76.6 kcal/mol. The value obtained for the LUMO energy is 1.1040 eV. Its SMILES is C1=C[C@@H]2C[C@@H]2O1.

The geometry in XYZ format:
```
12
Properties=species:S:1:pos:R:3:forces:R:3:lowdin_charge:R:1
O 1.0675 0.2042 -1.1013 5.19 1.00 2.31 -0.040
H -1.8684 -1.0804 -1.1778 1.68 2.07 1.37 0.137
C -0.3849 -0.4786 0.6310 0.60 3.07 -2.94 -0.176
H 1.7911 -0.8372 0.7486 0.03 1.58 -0.53 0.165
C -0.0630 -0.0421 -1.6646 -2.40 0.94 -2.01 -0.246
H -0.2508 0.2991 -2.7713 0.76 -1.12 2.31 0.166
C 1.0524 -0.0815 0.3875 -0.20 -1.33 -2.24 -0.162
C -0.9568 -0.4188 -0.7769 -4.36 -3.56 0.02 -0.085
C 0.2300 0.8607 1.1274 -0.66 -2.49 4.09 -0.060
H -0.6154 -1.0997 1.4029 -0.84 -2.05 1.47 0.094
H -0.2055 1.7483 0.9170 -0.69 2.67 -2.16 0.070
H 0.2038 0.9257 2.2776 0.90 -0.78 -1.69 0.138
```
Positions in Å, forces in eV/Å.

The following is a quantum chemistry calculation of 2 unconnected molecules or ions with the total composition C5H11NP, from the Open Molecules 2025 dataset.

As for the spin multiplicity: 1. Its largest force on an atom is 0.139 hartree/bohr. The calculation puts the HOMO-LUMO gap (alpha / beta) at 4.94 / 4.95 eV. As for the charge: +1. The highest occupied orbital energy (alpha / beta) comes out at -11.79 / -11.79 eV. The relative energy (zero: lowest compared OMol25 entry of this formula, charge and spin) is 117.3 kcal/mol. The value obtained for the LUMO energy (alpha / beta) is -6.8434 / -6.8425 eV.

The geometry in XYZ format:
```
18
Properties=species:S:1:pos:R:3:forces:R:3:lowdin_charge:R:1
C -1.1716 0.7244 -0.4348 0.64 2.58 -1.86 -0.154
C -2.5404 2.3622 0.7911 -3.73 5.54 -2.54 -0.185
H -3.3953 2.4696 0.0000 1.82 -0.34 1.30 0.165
C -0.5131 -0.4573 -0.4203 -0.73 1.51 -0.41 -0.020
H -0.2345 -0.8969 -1.3517 -0.14 -0.58 -0.31 0.041
H -0.3702 -0.8888 0.5288 0.22 -0.94 0.86 0.050
H 2.9205 -3.0589 -2.0073 -1.02 -2.20 -0.21 -0.085
H 2.4483 0.1013 -0.4652 0.25 -0.54 -0.88 0.071
H 1.7200 -1.2828 0.1287 -1.10 -1.79 1.74 -0.019
H -2.3207 1.2513 2.5847 1.11 0.39 3.60 0.074
P 3.3874 -1.8743 -1.6813 -0.41 2.84 0.94 1.011
H 3.4669 -1.2313 -2.9291 0.23 0.28 0.34 -0.018
H -1.3282 1.3739 -1.3901 0.32 -1.72 1.33 0.160
N -1.4724 1.5262 0.6470 2.97 -2.35 -0.99 -0.095
H -3.0752 0.3017 1.3372 0.42 1.35 0.13 0.154
C 2.3143 -0.9844 -0.6513 1.89 1.60 -1.77 -0.159
C -2.4739 1.2278 1.5973 -2.27 -4.86 -0.76 -0.127
H -2.2580 3.3379 1.2582 -0.49 -0.76 -0.50 0.137
```
Positions in Å, forces in eV/Å.

The following is a quantum chemistry calculation of 2 unconnected molecules or ions with the total composition C3H6N2S2, from the Open Molecules 2025 dataset.

As for the spin multiplicity: 3. Its largest force on an atom is 0.070 hartree/bohr. The calculation puts the HOMO-LUMO gap (alpha / beta) at 6.97 / 7.86 eV. The highest occupied orbital energy (alpha / beta) comes out at -6.21 / -9.42 eV. The relative energy (zero: lowest compared OMol25 entry of this formula, charge and spin) is 36.5 kcal/mol. The value obtained for the LUMO energy (alpha / beta) is 0.7661 / -1.5575 eV.

The geometry in XYZ format:
```
13
Properties=species:S:1:pos:R:3:forces:R:3:lowdin_charge:R:1
S 2.9430 -1.2606 -0.1148 0.76 -1.84 0.66 0.720
H 0.1462 -1.9069 0.4792 1.24 -0.39 -1.06 0.006
N 1.8481 0.9056 -1.3233 -0.29 -0.24 -0.55 0.128
H -1.6845 -0.4951 -0.6517 0.93 1.15 0.75 0.132
N -1.2032 -0.2305 0.2400 -0.99 -3.38 -0.66 -0.231
H -1.5022 -2.2033 0.9550 -0.02 0.27 0.14 0.080
S -1.3185 2.2213 -0.4821 -0.14 0.28 -0.10 0.719
C 2.2155 -0.1371 -0.8700 -0.52 2.42 -0.34 -0.917
C -0.7106 -1.4543 0.8809 -0.66 1.80 2.76 -0.115
H -0.7123 3.2860 0.0038 0.39 0.37 0.30 -0.150
H -0.3878 -1.0724 1.9108 -0.57 -1.06 -1.02 0.109
C -0.6081 0.9543 0.4662 -0.35 0.94 -0.97 -0.504
H 0.9742 1.3929 -1.4940 0.22 -0.31 0.11 0.023
```
Positions in Å, forces in eV/Å.

The following is a quantum chemistry calculation of 7 unconnected molecules or ions with the total composition C12H38N6O7, from the Open Molecules 2025 dataset.

As for the spin multiplicity: 1. Its largest force on an atom is 0.188 hartree/bohr. The calculation puts the HOMO-LUMO gap at 9.31 eV. The highest occupied orbital energy comes out at -9.12 eV. The relative energy (zero: lowest compared OMol25 entry of this formula, charge and spin) is 42.7 kcal/mol. The value obtained for the LUMO energy is 0.1868 eV. Its SMILES is NC(N)=O.NC(N)=O.NC(N)=O.CC(C)O.CC(C)O.CC(C)O.O.

The geometry in XYZ format:
```
63
Properties=species:S:1:pos:R:3:forces:R:3:lowdin_charge:R:1
H 10.8783 7.6743 8.7871 0.21 -0.33 -0.37 0.082
H 7.3124 5.0907 13.6908 0.37 0.20 -0.37 -0.012
H 10.9872 5.1418 15.3962 0.16 -0.05 -0.42 0.126
H 10.9879 12.3407 14.5137 0.24 -0.43 -0.19 0.116
H 11.0317 6.9531 12.3864 -0.24 -0.57 -0.57 0.085
H 14.3738 7.1978 11.7369 0.26 0.11 0.09 0.078
C 9.0714 7.2334 12.5631 -0.12 -2.85 2.21 -0.802
H 15.8689 8.3584 13.7116 0.15 0.32 -0.23 0.076
H 6.3797 7.5754 17.7392 0.25 -0.11 -0.42 0.085
H 9.7197 6.8878 9.7990 -0.35 0.37 0.05 0.059
C 14.2039 8.2735 11.7831 -1.08 0.63 0.34 -0.035
C 12.2046 5.1431 13.7876 1.42 -0.08 -1.34 -0.823
N 8.4009 8.2853 12.8214 -5.89 3.69 0.78 0.206
O 8.8476 6.0642 12.8152 -1.92 -2.38 0.05 0.025
N 9.1746 12.1268 13.0316 -1.30 1.09 0.19 0.153
H 14.2638 10.5252 13.2654 0.09 0.38 -0.07 0.106
H 8.4914 7.1051 6.0081 0.23 -0.03 -0.34 0.078
H 8.3546 12.0197 12.4517 0.38 0.03 0.14 0.117
N 11.0960 11.5408 13.9066 1.58 -0.72 0.64 0.186
C 6.9358 8.7372 15.9238 -1.86 -1.73 -0.39 -0.439
O 12.4830 5.3949 12.6423 -0.37 1.15 -2.74 0.039
H 6.9688 10.1135 14.2560 -0.10 -0.01 0.15 0.066
O 9.3176 7.0345 6.4917 1.80 0.33 -2.08 -0.049
H 6.5200 6.0693 14.5312 -0.04 0.28 0.10 -0.035
H 9.1829 12.7839 13.7986 -0.58 -0.04 -0.42 0.100
H 14.8955 7.1650 14.4048 -0.55 0.00 0.06 0.074
H 13.9258 4.2613 14.0567 -0.13 0.00 0.35 0.120
N 10.2507 7.5935 12.3756 9.24 1.35 -2.56 0.183
N 11.1758 5.4741 14.4612 -5.04 2.18 2.08 0.202
H 7.0807 6.5321 7.1860 -0.26 -0.29 0.09 0.078
H 7.3968 6.5585 8.9336 -0.67 -0.66 0.14 0.082
H 5.2896 8.8898 17.4809 -0.25 0.07 -0.93 0.082
C 7.8027 6.2775 7.9618 -0.35 0.78 1.65 -0.062
C 13.7910 8.6772 13.2144 -0.08 -2.24 -0.14 -0.500
O 6.1892 7.7866 15.0968 0.51 0.34 0.03 -0.102
H 11.9124 10.9464 13.9248 0.41 0.14 0.18 0.075
C 8.9686 7.2207 7.8136 -0.86 -0.57 0.36 -0.548
H 10.5581 8.5536 12.3142 -0.37 0.11 -0.05 0.078
H 5.6017 10.2867 15.4391 -0.19 -0.02 -0.40 0.089
H 10.3950 5.9007 13.9834 -0.37 -0.25 -0.07 0.073
H 13.3954 8.4822 11.0825 -0.04 0.09 -0.05 0.075
O 6.4986 5.1762 14.1874 -0.46 -0.69 0.23 -0.080
H 7.1634 10.8199 15.8882 0.24 0.31 -0.20 0.085
H 6.8410 9.2280 18.0242 0.34 0.04 0.15 0.076
H 7.4820 8.1911 13.2300 -0.15 0.15 -0.41 0.096
C 10.0895 6.9221 8.7742 -0.32 -0.21 0.60 -0.036
C 6.6576 10.0550 15.2990 0.40 1.28 0.80 -0.070
H 8.5999 8.2415 7.9144 0.04 0.33 0.48 0.133
C 14.8841 8.2271 14.1600 0.91 0.16 0.36 -0.054
H 12.8619 8.1867 13.5044 0.00 -0.40 -0.23 0.122
C 10.2071 11.2734 12.9687 -1.56 -1.09 -2.44 -0.643
O 13.4627 10.0156 13.4071 0.30 1.29 -0.25 -0.058
H 15.0669 8.8683 11.4840 0.23 -0.22 -0.06 0.079
H 10.4077 5.8854 8.6640 0.59 0.16 -0.52 0.092
H 8.7412 9.1388 12.4021 -0.38 0.26 0.30 0.082
H 12.9932 4.5069 15.5127 0.27 -0.23 -0.31 0.110
H 14.8930 8.8334 15.0657 -0.21 -0.21 0.22 0.079
C 6.3218 8.5794 17.3186 1.13 0.55 1.13 -0.053
H 8.1002 5.2294 7.9268 -0.05 0.11 -0.03 0.093
H 7.9744 8.4280 15.8070 0.00 0.07 0.46 0.144
O 10.2067 10.3779 12.0723 0.77 1.40 1.85 -0.037
H 5.3097 8.1699 15.1306 -0.44 -0.44 -0.33 0.093
N 13.0466 4.4771 14.5045 4.05 -2.89 2.71 0.158
```
Positions in Å, forces in eV/Å.

Question: Among the records above, which one has the highest spin multiplicity?
Answer: C3H6N2S2

Question: Look up the relative energy (zero: lowest compared OMol25 entry of this formula, charge and spin) of the second one.
Answer: 76.6 kcal/mol

Question: Which of these has the highest spin multiplicity?
Answer: C3H6N2S2

Question: Number 5 is which compound?
Answer: C12H38N6O7